DFT (ωB97M-V/def2-TZVPD) results for a cluster of 13 separate species, C52H130O26 in total in a non-equilibrium geometry.

Last columns: bonded neighbours and bond lengths (Å).
Atoms and positions in Å:
1 C -2.290 -0.360 4.253  O2 1.395, H7 1.090, H8 1.090, H9 1.090
2 O -3.247 -0.204 5.256  C1 1.395, C3 1.447
3 C -3.399 1.161 5.709  O2 1.447, C4 1.515, H10 1.090, H11 1.090
4 C -4.284 1.292 6.932  C3 1.515, O5 1.432, H12 1.090, H13 1.090
5 O -5.656 1.000 6.640  C4 1.432, C6 1.499
6 C -6.641 1.343 7.717  O5 1.499, H14 1.090, H15 1.090, H16 1.090
7 H -2.378 -1.308 3.723  C1 1.090
8 H -1.257 -0.370 4.598  C1 1.090
9 H -2.358 0.428 3.503  C1 1.090
10 H -3.676 1.742 4.830  C3 1.090
11 H -2.461 1.612 6.032  C3 1.090
12 H -4.153 2.267 7.400  C4 1.090
13 H -3.985 0.524 7.645  C4 1.090
14 H -6.249 2.252 8.173  C6 1.090
15 H -6.690 0.535 8.447  C6 1.090
16 H -7.600 1.637 7.291  C6 1.090
17 C -3.693 -6.595 5.386  O18 1.410, H23 1.090, H24 1.090, H25 1.090
18 O -2.336 -6.545 5.766  C17 1.410, C19 1.384
19 C -1.828 -5.265 5.906  O18 1.384, C20 1.570, H26 1.090, H27 1.090
20 C -1.326 -4.623 4.563  C19 1.570, O21 1.427, H28 1.090, H29 1.090
21 O -0.298 -5.372 3.915  C20 1.427, C22 1.410
22 C -0.674 -6.662 3.488  O21 1.410, H30 1.090, H31 1.090, H32 1.090
23 H -4.382 -6.232 6.149  C17 1.090
24 H -4.107 -7.575 5.149  C17 1.090
25 H -3.944 -5.976 4.524  C17 1.090
26 H -1.006 -5.188 6.618  C19 1.090
27 H -2.606 -4.615 6.305  C19 1.090
28 H -1.000 -3.604 4.769  C20 1.090
29 H -2.084 -4.478 3.793  C20 1.090
30 H -1.621 -6.733 2.953  C22 1.090
31 H -0.634 -7.368 4.317  C22 1.090
32 H 0.041 -7.055 2.765  C22 1.090
33 C 2.535 -2.064 -4.622  O34 1.413, H39 1.090, H40 1.090, H41 1.090
34 O 2.775 -0.732 -4.220  C33 1.413, C35 1.438
35 C 4.161 -0.402 -4.424  O34 1.438, C36 1.572, H42 1.090, H43 1.090
36 C 4.262 1.165 -4.370  C35 1.572, O37 1.405, H44 1.090, H45 1.090
37 O 3.429 1.800 -5.306  C36 1.405, C38 1.461
38 C 3.287 3.249 -5.195  O37 1.461, H46 1.090, H47 1.090, H48 1.090
39 H 2.643 -2.306 -5.680  C33 1.090
40 H 1.460 -2.128 -4.452  C33 1.090
41 H 2.964 -2.876 -4.035  C33 1.090
42 H 4.595 -0.775 -5.352  C35 1.090
43 H 4.764 -0.774 -3.596  C35 1.090
44 H 5.278 1.461 -4.630  C36 1.090
45 H 3.889 1.492 -3.400  C36 1.090
46 H 2.353 3.644 -5.594  C38 1.090
47 H 4.149 3.729 -5.658  C38 1.090
48 H 3.212 3.579 -4.158  C38 1.090
49 C -5.207 -3.441 3.117  O50 1.436, H55 1.090, H56 1.090, H57 1.090
50 O -4.561 -3.852 1.903  C49 1.436, C51 1.427
51 C -4.092 -2.726 1.163  O50 1.427, C52 1.546, H58 1.090, H59 1.090
52 C -3.700 -3.211 -0.251  C51 1.546, O53 1.406, H60 1.090, H61 1.090
53 O -2.417 -3.686 -0.573  C52 1.406, C54 1.414
54 C -2.068 -4.922 0.018  O53 1.414, H62 1.090, H63 1.090, H64 1.090
55 H -4.858 -2.493 3.526  C49 1.090
56 H -5.062 -4.151 3.931  C49 1.090
57 H -6.288 -3.350 3.007  C49 1.090
58 H -3.296 -2.159 1.646  C51 1.090
59 H -4.885 -2.003 0.969  C51 1.090
60 H -3.892 -2.374 -0.923  C52 1.090
61 H -4.396 -3.992 -0.559  C52 1.090
62 H -1.173 -5.367 -0.417  C54 1.090
63 H -2.878 -5.650 -0.010  C54 1.090
64 H -1.831 -4.696 1.058  C54 1.090
65 C 1.993 -1.342 4.982  O66 1.395, H71 1.090, H72 1.090, H73 1.090
66 O 3.319 -1.122 4.611  C65 1.395, C67 1.413
67 C 3.923 0.027 5.169  O66 1.413, C68 1.582, H74 1.090, H75 1.090
68 C 5.459 0.160 4.815  C67 1.582, O69 1.469, H76 1.090, H77 1.090
69 O 5.755 -0.207 3.423  C68 1.469, C70 1.412
70 C 5.288 0.775 2.523  O69 1.412, H78 1.090, H79 1.090, H80 1.090
71 H 1.567 -2.206 4.471  C65 1.090
72 H 1.361 -0.513 4.662  C65 1.090
73 H 1.871 -1.551 6.044  C65 1.090
74 H 3.789 -0.135 6.239  C67 1.090
75 H 3.361 0.918 4.888  C67 1.090
76 H 5.978 -0.568 5.438  C68 1.090
77 H 5.804 1.179 4.990  C68 1.090
78 H 5.138 0.418 1.504  C70 1.090
79 H 5.971 1.625 2.510  C70 1.090
80 H 4.276 1.128 2.718  C70 1.090
81 C -4.338 4.964 0.439  O82 1.462, H87 1.090, H88 1.090, H89 1.090
82 O -4.864 4.681 1.773  C81 1.462, C83 1.441
83 C -5.190 3.314 2.097  O82 1.441, C84 1.525, H90 1.090, H91 1.090
84 C -4.079 2.271 2.049  C83 1.525, O85 1.444, H92 1.090, H93 1.090
85 O -3.618 2.009 0.705  C84 1.444, C86 1.407
86 C -2.512 1.142 0.634  O85 1.407, H94 1.090, H95 1.090, H96 1.090
87 H -4.315 6.037 0.246  C81 1.090
88 H -4.987 4.584 -0.350  C81 1.090
89 H -3.371 4.468 0.349  C81 1.090
90 H -6.066 2.937 1.569  C83 1.090
91 H -5.563 3.369 3.119  C83 1.090
92 H -4.478 1.359 2.491  C84 1.090
93 H -3.269 2.664 2.664  C84 1.090
94 H -1.589 1.591 1.000  C86 1.090
95 H -2.411 0.928 -0.430  C86 1.090
96 H -2.662 0.279 1.284  C86 1.090
97 C 0.611 0.895 -1.900  O98 1.412, H103 1.090, H104 1.090, H105 1.090
98 O 0.361 0.563 -0.550  C97 1.412, C99 1.445
99 C 1.514 0.022 0.133  O98 1.445, C100 1.537, H106 1.090, H107 1.090
100 C 1.255 -0.040 1.646  C99 1.537, O101 1.383, H108 1.090, H109 1.090
101 O 0.135 -0.698 2.122  C100 1.383, C102 1.426
102 C 0.027 -2.087 1.814  O101 1.426, H110 1.090, H111 1.090, H112 1.090
103 H 0.774 0.041 -2.557  C97 1.090
104 H 1.463 1.572 -1.958  C97 1.090
105 H -0.208 1.532 -2.235  C97 1.090
106 H 2.368 0.692 0.035  C99 1.090
107 H 1.818 -0.914 -0.334  C99 1.090
108 H 1.311 0.957 2.082  C100 1.090
109 H 2.144 -0.523 2.050  C100 1.090
110 H 0.800 -2.639 2.348  C102 1.090
111 H 0.081 -2.286 0.744  C102 1.090
112 H -0.888 -2.409 2.312  C102 1.090
113 C -5.318 0.885 -9.500  O114 1.423, H119 1.090, H120 1.090, H121 1.090
114 O -4.521 0.498 -8.387  C113 1.423, C115 1.407
115 C -3.188 0.948 -8.398  O114 1.407, C116 1.551, H122 1.090, H123 1.090
116 C -2.597 0.625 -7.001  C115 1.551, O117 1.402, H124 1.090, H125 1.090
117 O -1.397 1.346 -6.940  C116 1.402, C118 1.486
118 C -0.605 0.850 -5.785  O117 1.486, H126 1.090, H127 1.090, H128 1.090
119 H -5.604 1.937 -9.471  C113 1.090
120 H -6.266 0.349 -9.482  C113 1.090
121 H -4.954 0.593 -10.484  C113 1.090
122 H -3.182 2.020 -8.596  C115 1.090
123 H -2.667 0.473 -9.229  C115 1.090
124 H -2.349 -0.434 -6.916  C116 1.090
125 H -3.312 0.984 -6.261  C116 1.090
126 H -0.349 -0.203 -5.908  C118 1.090
127 H -1.039 1.063 -4.808  C118 1.090
128 H 0.364 1.314 -5.966  C118 1.090
129 C 3.303 3.729 -0.525  O130 1.407, H135 1.090, H136 1.090, H137 1.090
130 O 4.393 3.239 0.219  C129 1.407, C131 1.457
131 C 5.686 3.106 -0.440  O130 1.457, C132 1.558, H138 1.090, H139 1.090
132 C 6.158 4.252 -1.384  C131 1.558, O133 1.399, H140 1.090, H141 1.090
133 O 5.401 4.344 -2.557  C132 1.399, C134 1.418
134 C 6.017 5.246 -3.461  O133 1.418, H142 1.090, H143 1.090, H144 1.090
135 H 2.397 3.922 0.048  C129 1.090
136 H 2.980 3.079 -1.338  C129 1.090
137 H 3.618 4.716 -0.864  C129 1.090
138 H 5.612 2.187 -1.021  C131 1.090
139 H 6.411 2.819 0.322  C131 1.090
140 H 7.201 4.045 -1.622  C132 1.090
141 H 6.223 5.179 -0.814  C132 1.090
142 H 6.188 6.296 -3.220  C134 1.090
143 H 5.350 5.332 -4.319  C134 1.090
144 H 6.965 4.804 -3.768  C134 1.090
145 C -0.367 6.512 -2.895  O146 1.449, H151 1.090, H152 1.090, H153 1.090
146 O -0.006 5.112 -2.804  C145 1.449, C147 1.428
147 C -1.051 4.223 -3.201  O146 1.428, C148 1.574, H154 1.090, H155 1.090
148 C -1.416 4.315 -4.728  C147 1.574, O149 1.492, H156 1.090, H157 1.090
149 O -2.339 5.402 -5.166  C148 1.492, C150 1.390
150 C -3.571 5.388 -4.522  O149 1.390, H158 1.090, H159 1.090, H160 1.090
151 H 0.554 7.074 -2.741  C145 1.090
152 H -1.072 6.752 -2.099  C145 1.090
153 H -0.816 6.684 -3.873  C145 1.090
154 H -1.907 4.332 -2.534  C147 1.090
155 H -0.704 3.193 -3.130  C147 1.090
156 H -1.902 3.374 -4.988  C148 1.090
157 H -0.475 4.393 -5.272  C148 1.090
158 H -3.355 6.025 -3.664  C150 1.090
159 H -3.939 4.426 -4.166  C150 1.090
160 H -4.318 5.864 -5.157  C150 1.090
161 C 2.813 -9.080 -3.305  O162 1.437, H167 1.090, H168 1.090, H169 1.090
162 O 2.478 -7.974 -2.451  C161 1.437, C163 1.453
163 C 1.924 -6.815 -3.132  O162 1.453, C164 1.532, H170 1.090, H171 1.090
164 C 1.681 -5.620 -2.206  C163 1.532, O165 1.437, H172 1.090, H173 1.090
165 O 1.029 -4.549 -2.908  C164 1.437, C166 1.469
166 C 0.651 -3.450 -2.009  O165 1.469, H174 1.090, H175 1.090, H176 1.090
167 H 3.454 -9.823 -2.831  C161 1.090
168 H 3.422 -8.686 -4.119  C161 1.090
169 H 1.935 -9.551 -3.749  C161 1.090
170 H 1.007 -7.121 -3.635  C163 1.090
171 H 2.446 -6.434 -4.009  C163 1.090
172 H 2.662 -5.362 -1.808  C164 1.090
173 H 1.089 -6.019 -1.381  C164 1.090
174 H 0.083 -3.883 -1.186  C166 1.090
175 H 0.058 -2.659 -2.469  C166 1.090
176 H 1.561 -3.034 -1.576  C166 1.090
177 C -0.519 3.337 3.693  O178 1.400, H183 1.090, H184 1.090, H185 1.090
178 O -0.721 4.636 3.213  C177 1.400, C179 1.460
179 C -0.454 4.662 1.777  O178 1.460, C180 1.520, H186 1.090, H187 1.090
180 C -0.377 6.090 1.264  C179 1.520, O181 1.422, H188 1.090, H189 1.090
181 O -1.577 6.850 1.319  C180 1.422, C182 1.431
182 C -1.436 8.154 0.747  O181 1.431, H190 1.090, H191 1.090, H192 1.090
183 H 0.552 3.275 3.884  C177 1.090
184 H -0.839 2.485 3.093  C177 1.090
185 H -1.080 3.218 4.620  C177 1.090
186 H -1.190 4.058 1.246  C179 1.090
187 H 0.501 4.170 1.592  C179 1.090
188 H -0.038 6.077 0.228  C180 1.090
189 H 0.454 6.569 1.783  C180 1.090
190 H -2.379 8.674 0.918  C182 1.090
191 H -1.285 8.067 -0.329  C182 1.090
192 H -0.570 8.676 1.154  C182 1.090
193 C 1.801 -5.116 1.249  O194 1.422, H199 1.090, H200 1.090, H201 1.090
194 O 2.695 -4.096 0.821  C193 1.422, C195 1.423
195 C 3.906 -4.003 1.562  O194 1.423, C196 1.542, H202 1.090, H203 1.090
196 C 4.760 -2.799 1.117  C195 1.542, O197 1.452, H204 1.090, H205 1.090
197 O 5.545 -3.127 -0.059  C196 1.452, C198 1.407
198 C 4.819 -3.124 -1.264  O197 1.407, H206 1.090, H207 1.090, H208 1.090
199 H 0.833 -5.003 0.762  C193 1.090
200 H 1.696 -4.979 2.325  C193 1.090
201 H 2.210 -6.092 0.988  C193 1.090
202 H 4.485 -4.922 1.466  C195 1.090
203 H 3.619 -3.858 2.603  C195 1.090
204 H 5.507 -2.642 1.895  C196 1.090
205 H 4.108 -1.965 0.859  C196 1.090
206 H 5.538 -2.715 -1.974  C198 1.090
207 H 3.945 -2.474 -1.288  C198 1.090
208 H 4.526 -4.152 -1.479  C198 1.090

Summary:
- Total energy: -109247.37683 eV
- Kohn-Sham gap: 0.362 Ha
- Net charge: 0
- E_LUMO: 0.6 eV
- F_max: 3.08 eV/A
- Energy relative to the best compared isomer or geometry (same formula, charge and spin): 60.6 kcal/mol

Here are the Löwdin charges for atoms 1 to 4, given in e: -0.12, -0.16, -0.17, -0.20